Entry 1:
157
Properties=species:S:1:pos:R:3:lowdin_spin:R:1 method="wB97M-V/def2-TZVPD" spin_multiplicity=2 lumo_energy_ev="-0.01 / -2.23" fmax_ev_per_a=3.94 s_squared=0.76
C 1.57796 -2.63122 6.29396 0.0000
C 0.65089 -1.70876 5.49755 0.0000
C 1.39023 -0.91874 4.38408 0.0000
C 0.38679 -0.23383 3.39073 -0.0001
P 1.28452 0.67302 2.01936 -0.0003
C 0.11941 1.66741 1.04592 -0.0020
C -0.39527 3.02043 1.61321 -0.0001
C -1.52779 2.94983 2.66058 0.0000
C -2.21247 4.27298 2.93656 0.0000
C 2.35489 -0.50101 1.07484 -0.0003
C 3.79415 -0.48965 1.58761 0.0000
C 4.68847 -1.32474 0.64763 0.0000
C 6.22657 -1.17719 0.90457 0.0000
C 2.44515 1.87317 2.89816 0.0000
C 3.16111 2.93215 1.99265 0.0000
C 4.45542 3.44947 2.60929 0.0000
C 5.69707 2.74527 2.09591 0.0000
H 1.74133 -2.25406 7.30350 0.0000
H 2.53911 -2.69699 5.78409 0.0000
H 1.17617 -3.64344 6.24835 0.0000
H 0.18378 -1.08495 6.25963 0.0000
H -0.14454 -2.27110 5.00851 0.0000
H 1.92838 -1.63686 3.76537 0.0000
H 2.13087 -0.27909 4.86408 0.0000
H -0.25337 0.44468 3.95458 0.0000
H -0.26661 -0.95021 2.89275 0.0000
H -0.66473 0.96353 0.76703 -0.0016
H 0.69724 1.83377 0.13677 -0.0007
H -0.76342 3.55498 0.73753 0.0000
H 0.46869 3.60927 1.92134 0.0000
H -1.11333 2.63526 3.61838 0.0000
H -2.20762 2.18735 2.28037 0.0000
H -3.09360 4.13500 3.56319 0.0000
H -2.47953 4.86546 2.06149 0.0000
H -1.49618 4.92418 3.43752 0.0000
H 2.24851 -0.14872 0.04885 -0.0003
H 1.98797 -1.52006 1.19733 -0.0001
H 3.81097 -0.91661 2.59037 0.0000
H 4.17282 0.53228 1.56850 0.0000
H 4.55811 -1.00563 -0.38643 0.0000
H 4.38103 -2.36865 0.70956 0.0000
H 6.43105 -1.72217 1.82613 0.0000
H 6.51248 -0.12848 0.98562 0.0000
H 6.80593 -1.78423 0.20890 0.0000
H 3.17469 1.27745 3.44678 0.0000
H 1.85306 2.39816 3.64778 0.0000
H 2.50550 3.78900 1.83749 0.0000
H 3.28268 2.56672 0.97296 0.0000
H 4.45658 3.42723 3.69907 0.0000
H 4.58341 4.52565 2.49290 0.0000
H 5.88328 1.86558 2.71200 0.0000
H 6.59685 3.34683 2.22483 0.0000
H 5.67608 2.38816 1.06628 0.0000
Tl -1.15784 -0.27178 -4.04966 -0.0108
P -0.62440 -1.14454 -0.98097 -0.0230
O -0.41328 -1.54634 0.47160 -0.0037
O 0.41618 -0.17773 -1.62707 0.4503
O -1.84708 -0.21921 -1.19633 0.4628
O -0.82765 -2.21657 -2.03675 0.1310
C 3.40122 1.91743 -2.07531 -0.0002
C 2.34090 2.98194 -2.19699 -0.0003
O 2.48033 3.63982 -3.48032 0.0000
P 1.76530 2.98825 -4.80102 0.0000
O 0.93957 1.77773 -4.58462 -0.0006
O 1.00738 4.24024 -5.44595 0.0000
C -0.19492 4.72207 -4.95765 0.0000
C 0.20352 5.83569 -3.95705 0.0000
O 2.98789 2.79101 -5.79765 0.0000
C 3.90839 3.88506 -6.04391 0.0000
C 4.12476 3.98125 -7.58856 0.0000
H 4.36998 2.41702 -2.07022 0.0000
H 3.26731 1.31191 -1.17892 -0.0001
H 3.34904 1.19881 -2.89320 0.0000
H 1.36019 2.58076 -1.94135 -0.0003
H 2.48067 3.75868 -1.44516 0.0000
H -0.76099 5.14690 -5.78662 0.0000
H -0.84824 4.04410 -4.40844 0.0000
H 0.68222 5.45563 -3.05456 0.0000
H 1.01736 6.43164 -4.37009 0.0000
H -0.62616 6.50729 -3.73640 0.0000
H 3.57724 4.84834 -5.65592 0.0000
H 4.85222 3.71965 -5.52436 0.0000
H 4.51182 3.05976 -8.02347 0.0000
H 3.21920 4.37282 -8.05196 0.0000
H 4.90336 4.71608 -7.79327 0.0000
C -4.72351 1.43293 -0.63836 -0.0001
C -4.02080 2.79005 -0.92064 -0.0001
C -2.63630 2.67497 -1.50501 -0.0009
F -2.38482 2.07982 -2.67992 -0.0010
F -2.10861 3.91537 -1.59820 0.0000
F -4.82097 3.62366 -1.59195 0.0000
F -3.88099 3.38355 0.28079 0.0000
O -5.79649 1.68264 0.29443 0.0000
C -6.82456 0.65628 0.14059 0.0000
C -7.85991 0.95255 1.27790 0.0000
F -8.46733 2.11454 1.28800 0.0000
F -8.87882 0.10023 1.18725 0.0000
F -7.36881 0.61260 -1.05537 0.0000
F -6.32263 -0.55294 0.41312 0.0000
H -3.91982 0.85004 -0.18842 -0.0002
H -5.03311 0.92000 -1.54893 0.0000
H -1.97837 2.21242 -0.76930 -0.0009
H -7.50363 0.84975 2.30288 0.0000
C 1.72804 -3.72868 -1.04279 -0.0006
C 2.82962 -3.44841 -2.12519 0.0002
C 2.63947 -2.04618 -2.70715 0.0042
F 3.68186 -1.59132 -3.34066 0.0009
F 1.71325 -1.87215 -3.62520 -0.0002
F 3.95286 -3.54591 -1.41285 0.0000
F 2.83320 -4.39149 -3.08871 0.0002
O 1.96669 -4.92882 -0.41661 -0.0001
C 1.68617 -5.00266 0.99365 0.0000
C 0.21393 -4.74797 1.39028 -0.0001
F -0.58809 -5.69159 0.90405 0.0000
F 0.12092 -4.76450 2.69914 0.0000
F 2.00850 -6.24261 1.36392 0.0000
F 2.48840 -4.13210 1.59109 0.0000
H 0.77292 -3.86387 -1.55030 -0.0002
H 1.68810 -2.81199 -0.45443 -0.0006
H 2.42117 -1.30956 -1.93395 0.0025
H -0.19334 -3.83836 0.94886 -0.0001
C -3.21292 -0.69017 2.46126 -0.0002
C -3.09967 -2.25284 2.63840 -0.0001
C -3.36772 -2.90497 1.25854 -0.0003
F -3.42581 -4.27074 1.39168 0.0000
F -4.57696 -2.48686 0.77184 0.0001
F -1.91248 -2.65834 3.07303 0.0000
F -4.05449 -2.64821 3.54795 0.0000
O -3.09891 0.08912 3.65276 0.0000
C -4.24560 0.68921 4.23608 0.0000
C -3.68883 1.57776 5.40881 0.0000
F -4.68506 2.28431 6.03835 0.0000
F -2.93145 0.96674 6.31271 0.0000
F -4.84583 1.43321 3.30355 0.0000
F -5.12173 -0.24631 4.71936 0.0000
H -4.23157 -0.54266 2.10252 0.0000
H -2.68188 -0.36805 1.56553 -0.0002
H -2.66450 -2.58289 0.49054 -0.0003
H -2.98956 2.30545 4.99701 0.0000
C -2.36515 -4.76723 -2.66327 -0.0001
C -3.83752 -4.34785 -2.59999 0.0000
C -4.02721 -2.83111 -2.33867 -0.0005
F -3.50884 -2.05287 -3.27889 -0.0002
F -5.29784 -2.44325 -2.12843 -0.0002
F -4.49072 -4.67415 -3.72201 0.0000
F -4.43772 -4.98845 -1.62043 0.0000
O -2.12546 -6.14081 -3.12332 0.0000
C -0.81643 -6.65059 -3.09103 0.0000
C 0.12773 -6.07654 -4.12062 0.0000
F 0.14040 -4.72053 -4.32936 0.0000
F 1.43788 -6.48356 -4.00371 0.0000
F -0.36251 -6.44488 -1.84386 0.0000
F -0.90913 -7.95676 -3.29159 0.0000
H -1.91656 -4.60906 -1.68253 0.0000
H -1.85947 -4.03393 -3.29148 -0.0002
H -3.45214 -2.52365 -1.46526 -0.0001
H -0.16466 -6.50044 -5.08130 0.0000


Entry 2:
20
Properties=species:S:1:pos:R:3:lowdin_charge:R:1 method="wB97M-V/def2-TZVPD" spin_multiplicity=1 relative_energy_kcal_mol=42.14 smiles="C[C@@H](N)CCC(N)=O" lumo_energy_ev=0.84 fmax_ev_per_a=6.22
C -0.42776 2.11633 1.41807 -0.0474
C 0.06821 0.71807 0.92347 -0.4557
N -1.06574 -0.16714 1.20237 0.0246
C 0.40884 0.68141 -0.55425 -0.1941
C 1.16261 -0.49790 -1.27597 -0.1072
C 0.52561 -1.79551 -0.81354 -0.5181
N -0.79018 -1.99025 -1.35037 0.1699
O 1.23067 -2.59667 -0.23248 0.0599
H -1.10852 2.45161 0.73234 0.0484
H -0.73441 1.87641 2.46799 0.0951
H 0.30192 2.80030 1.53098 0.0282
H 1.06624 0.50412 1.46397 0.1580
H -0.99704 -1.09797 0.84713 0.0230
H -1.02517 -0.33641 2.26723 0.1143
H 1.03781 1.53547 -0.79313 0.1071
H -0.48526 0.80143 -1.17597 0.1073
H 2.22052 -0.39959 -0.98509 0.1180
H 1.00258 -0.37104 -2.40844 0.1408
H -1.05956 -1.40527 -2.01020 0.0221
H -1.33137 -2.82742 -1.25413 0.1059


Entry 3:
33
Properties=species:S:1:pos:R:3:lowdin_charge:R:1 method="wB97M-V/def2-TZVPD" spin_multiplicity=1 relative_energy_kcal_mol=64.58 lumo_energy_ev=3.39 fmax_ev_per_a=0.64 total_charge=-1
C 2.62287 -1.61500 -0.69465 -0.0844
C 3.29230 -0.23606 -0.71694 -0.1655
C 2.61505 0.71849 -1.68392 -0.5195
O 2.69399 0.55589 -2.88386 0.0844
O 2.00841 1.79225 -1.16507 -0.0087
C 1.20505 1.58784 0.04850 -0.1596
C 0.01873 2.58231 0.08159 -0.3532
N -1.26896 2.05748 0.41550 -0.1628
C -1.25374 1.26720 1.61557 -0.3578
C -1.53959 -0.27856 1.46038 -0.2006
C -1.77348 -0.79080 0.03633 -0.4515
C -1.64365 -2.33928 0.00082 -0.0921
C -3.14609 -0.35479 -0.47592 -0.1047
H 3.02657 -2.21937 0.12325 0.0708
H 1.54288 -1.53342 -0.56142 0.0551
H 2.80268 -2.13436 -1.64008 0.0768
H 4.33296 -0.33685 -1.04155 0.1156
H 3.30749 0.19692 0.28565 0.0986
H 1.87366 1.75356 0.90303 0.1040
H 0.84696 0.55949 0.08392 0.0943
H 0.35044 3.42039 0.75273 0.0784
H -0.03106 3.01869 -0.92589 0.0909
H -0.30826 1.37486 2.18847 0.0799
H -2.04208 1.62202 2.31091 0.0687
H -2.45411 -0.52414 2.02095 0.0895
H -0.74017 -0.86922 1.93467 0.0874
H -1.02892 -0.37624 -0.64807 0.1080
H -1.86373 -2.76792 0.98358 0.0624
H -0.63532 -2.64616 -0.28747 0.0493
H -2.34928 -2.77870 -0.71335 0.0583
H -3.13897 0.72811 -0.63631 0.0572
H -3.93183 -0.58542 0.25323 0.0701
H -3.39080 -0.84918 -1.42457 0.0607


Entry 4:
26
Properties=species:S:1:pos:R:3:lowdin_charge:R:1 method="wB97M-V/def2-TZVPD" spin_multiplicity=1 relative_energy_kcal_mol=116.45 lumo_energy_ev=-3.55 fmax_ev_per_a=4.63 total_charge=+1
C -1.59613 -1.88690 -2.86208 0.0871
C 0.94943 -0.01377 -0.18721 -0.0799
C 1.87396 1.39384 1.60546 -0.0480
C -0.26358 0.10379 2.00177 -0.0462
C -0.26843 2.15724 0.55146 -0.0081
C 0.55892 0.87712 0.94827 -0.5523
N -1.43213 -1.52320 -1.63284 -0.4289
N -1.88620 -2.40045 -0.70723 0.1313
N 1.65249 0.25715 -1.23679 0.2464
O -0.85860 -0.51742 -1.27399 -0.0517
H -2.07112 -2.78428 -3.22119 0.0899
H -1.16950 -1.33276 -3.71183 0.1046
H 0.88504 -1.03468 0.14220 0.1391
H 1.55753 2.07486 2.42616 0.0906
H 2.45087 2.05567 0.82540 0.1203
H 2.63368 0.72945 2.17050 0.1194
H -0.43381 0.65711 2.95492 0.1168
H -1.22987 -0.17884 1.67363 0.0595
H 0.19202 -0.87265 2.16903 0.0868
H 0.24453 2.62118 -0.31567 0.1009
H -0.48427 2.70550 1.51394 0.1213
H -1.21491 1.85805 0.32605 0.0389
H -1.55495 -2.19854 0.30730 0.1652
H -2.10586 -3.30199 -1.11921 0.1194
H 1.97520 -0.57831 -1.64803 0.1347
H 1.59570 1.13283 -1.70004 0.1433